ORCA calculation (the ωB97M-V functional and the def2-TZVPD basis) on one molecule with the formula C5H4Cl2IN3O at a distorted geometry.

For the energy, the calculation gives -44908.9908 eV. The spin multiplicity is 1. The relative energy (zero: lowest compared OMol25 entry of this formula, charge and spin) is 371.3 kJ/mol. The HOMO energy (spin up / spin down) comes out at -8.685 / -9.781 eV. The HOMO-LUMO gap (spin up / spin down) is 0.26571 / 0.32310 Ha.

```
16
Properties=species:S:1:pos:R:3:mulliken_charge:R:1
I -2.46 1.34 -0.44 0.23
Cl -2.00 -3.35 -0.51 -0.17
Cl 1.35 -0.70 1.34 -0.17
O 0.20 3.10 0.66 -0.56
N 0.32 -0.49 -1.68 -0.42
N -1.20 -1.28 0.88 -0.46
N 1.66 1.68 -0.31 -0.30
C -0.96 -1.97 -0.12 0.51
C -0.61 0.89 0.36 -0.47
C -0.42 -0.25 1.32 0.24
C 0.41 2.01 0.22 0.40
C -0.03 -1.67 -1.37 -0.16
H 0.30 -2.54 -1.82 0.46
H -0.75 -0.04 2.29 0.45
H 2.29 2.49 -0.28 0.25
H 1.91 0.77 -0.53 0.17
```

***

ORCA calculation (the ωB97M-V functional and the def2-TZVPD basis) on C42H57Cl2F6InN5O4S2Se2Si2Te as an isolated structure at a distorted geometry.

For the energy, the calculation gives -282056.6534 eV. The spin multiplicity is 1. As for the total charge: -1. The relative energy (zero: lowest compared OMol25 entry of this formula, charge and spin) is 238.6 kJ/mol. The HOMO energy comes out at -3.800 eV. The HOMO-LUMO gap is 0.21243 Ha.

```
124
Properties=species:S:1:pos:R:3:mulliken_charge:R:1
Te 1.75 -1.89 -0.21 -0.02
In 0.81 1.13 -0.60 1.29
Se -1.26 -0.75 -4.26 0.23
Se -2.59 -1.09 -1.06 0.81
Cl 1.39 -0.70 -5.20 -0.25
Cl 3.71 1.28 -0.70 0.00
S 1.84 2.67 1.74 1.27
S 2.48 4.15 -0.45 1.04
Si 4.31 -2.53 1.92 0.22
Si 1.64 -4.37 -2.51 0.32
F 1.42 6.57 -0.77 -0.28
F 1.47 5.94 1.29 -0.26
F 0.00 5.12 -0.06 -0.08
F 2.72 4.44 3.52 -0.22
F 2.20 2.62 4.51 -0.20
F 3.96 2.68 3.29 -0.20
O 0.53 3.22 1.74 -0.74
O 3.59 4.84 -1.02 -0.76
O 1.95 1.24 1.70 -0.32
O 1.69 3.34 -1.32 -0.64
N 1.34 0.24 -2.42 -0.24
N -2.99 0.57 2.64 0.59
N -2.55 2.11 1.01 0.60
N -1.00 0.41 1.46 1.49
N 2.87 3.48 0.90 -0.80
C -5.25 0.68 0.76 -0.71
C -0.71 -1.95 1.85 -1.36
C -3.59 -0.37 -2.59 -0.53
C 2.70 3.12 3.37 0.42
C -6.49 1.78 2.61 -0.76
C -2.11 1.03 1.67 -0.72
C 2.72 0.04 -4.35 0.73
C 4.91 1.08 -3.08 -0.71
C 2.51 0.40 -2.98 -1.00
C -0.63 -0.63 2.31 -0.53
C -3.17 -1.04 -3.88 -1.12
C -0.26 0.98 4.23 -0.98
C -4.37 1.58 4.34 -0.90
C -0.91 2.92 -2.21 -1.05
C 0.20 -2.76 3.91 -0.54
C -4.21 1.14 3.03 -0.09
C 5.00 0.76 -4.42 -0.76
C -0.19 -0.39 3.62 1.40
C 2.70 -2.92 -1.90 0.01
C -6.63 2.24 3.91 -0.72
C -5.30 1.22 2.15 1.28
C -2.16 2.73 -0.18 0.20
C -1.51 1.01 -5.04 -0.75
C -0.04 -3.76 -3.16 -0.24
C 2.71 -3.27 1.23 -0.32
C -2.75 4.39 -1.82 -0.98
C 3.87 -1.09 3.09 0.12
C -3.46 -2.87 -0.98 -1.26
C -1.74 3.93 -2.65 -1.18
C 1.27 5.51 0.04 0.43
C -5.56 2.12 4.78 -0.72
C 5.52 -1.96 0.55 -0.79
C -4.03 4.39 0.31 -1.95
C 3.89 0.23 -5.05 -0.50
C -0.31 -3.00 2.65 -0.90
C -2.97 3.81 -0.59 1.50
C 5.20 -3.86 2.98 -1.20
C -1.10 2.32 -0.97 0.09
C 2.57 -5.27 -3.92 -1.19
C 0.25 -1.46 4.39 -0.72
C 3.73 0.89 -2.39 0.99
C 1.31 -5.67 -1.15 -0.92
H -4.41 5.32 -0.11 0.48
H -0.77 -4.56 -3.26 0.49
H 5.89 -2.80 -0.03 0.33
H -3.53 1.49 5.03 0.40
H -4.43 -0.04 0.65 -0.27
H -5.10 1.47 0.02 0.15
H -3.36 2.53 1.43 -0.19
H 5.92 0.91 -4.97 0.36
H -3.35 0.70 -2.61 0.01
H 0.55 -3.57 4.53 0.42
H 2.85 -4.23 0.74 0.46
H -1.12 -2.12 0.86 0.27
H -0.54 1.36 -5.38 0.37
H 0.63 -1.27 5.38 0.42
H -4.66 -0.50 -2.38 0.53
H -3.62 4.62 1.30 0.35
H -6.18 0.18 0.52 0.63
H -2.21 0.94 -5.88 0.43
H 5.47 -4.72 2.38 0.31
H 6.11 -3.46 3.41 0.30
H -0.14 1.75 3.47 -0.26
H 0.84 -5.21 -0.29 0.02
H 0.65 -6.46 -1.50 0.40
H -5.66 2.45 5.80 0.42
H 4.57 -4.21 3.79 0.31
H 5.76 1.48 -2.55 0.46
H 3.50 -5.71 -3.57 0.31
H -3.76 -0.66 -4.72 0.54
H -0.09 2.59 -2.83 0.87
H -3.02 -3.52 -1.73 0.21
H -1.90 1.68 -4.28 -0.08
H 3.70 -3.22 -1.59 0.56
H -3.28 -3.28 0.01 0.38
H -3.32 -2.12 -3.83 0.36
H 1.97 -6.08 -4.34 0.32
H -3.37 5.22 -2.14 0.32
H 6.38 -1.45 0.98 0.38
H 2.81 -4.59 -4.73 0.32
H -7.56 2.67 4.23 0.39
H 0.07 -3.28 -4.14 0.29
H -2.55 0.00 3.35 0.38
H -0.38 -4.01 2.27 0.30
H 3.29 -1.45 3.94 0.25
H 2.79 -2.18 -2.68 -0.38
H -0.45 -3.01 -2.49 -0.56
H -4.89 3.72 0.44 0.23
H 1.99 -3.40 2.04 -0.21
H -4.53 -2.76 -1.15 0.37
H -1.22 1.14 4.72 -0.02
H 2.22 -6.15 -0.81 0.32
H 0.52 1.10 4.98 0.57
H 5.03 -1.27 -0.13 0.00
H -1.58 4.39 -3.62 0.47
H 4.74 -0.58 3.48 0.51
H 3.27 -0.35 2.57 -0.78
H 3.91 -0.07 -6.09 0.43
H -7.33 1.84 1.93 0.44
```

***

ORCA calculation (the ωB97M-V functional and the def2-TZVPD basis) on C28H44BrN3P2V as an isolated structure at a distorted geometry.

For the energy, the calculation gives -148509.7509 eV. The spin multiplicity is 4. As for the total charge: +2. The relative energy (zero: lowest compared OMol25 entry of this formula, charge and spin) is 437.0 kJ/mol. The HOMO energy (spin up / spin down) comes out at -13.756 / -13.996 eV. Its expectation value of S² is 3.77. The HOMO-LUMO gap (spin up / spin down) is 0.26745 / 0.23625 Ha.

```
79
Properties=species:S:1:pos:R:3:lowdin_spin:R:1
Br 1.45 3.88 -4.00 0.03
V 0.20 1.53 -1.45 2.46
P -0.22 -1.49 -0.70 0.01
P 2.41 0.58 -1.57 0.01
N -5.03 -1.22 3.39 0.01
N 1.33 1.38 2.96 0.00
N 0.32 0.90 1.03 0.01
C 0.57 -2.99 0.04 0.00
C 2.19 0.55 -3.40 0.03
C 0.01 3.12 -2.79 0.06
C 3.74 -0.62 -1.37 0.00
C -4.05 -0.53 3.95 0.00
C 0.94 1.82 1.74 0.00
C 0.27 -0.22 1.86 0.00
C 0.00 3.50 -1.41 0.08
C 5.09 -0.01 -1.64 0.00
C 2.07 -3.19 -0.10 0.00
C -2.20 -2.77 1.10 0.00
C -5.37 -1.06 2.12 0.00
C -2.92 1.45 0.96 0.03
C -1.97 2.03 -1.27 0.05
C 3.37 0.66 -4.37 0.01
C 0.90 0.04 3.04 0.00
C -3.63 0.56 1.85 0.00
C 2.96 2.19 -0.88 0.03
C -4.71 -0.15 1.29 0.01
C -2.87 1.25 -0.38 0.00
C 3.79 3.01 -1.83 0.00
C -0.17 -2.22 -2.35 0.00
C -1.87 -2.18 -0.27 0.00
C -1.24 -1.80 -3.35 0.00
C -3.30 0.41 3.20 0.01
C -1.96 1.78 -2.67 0.02
C -0.92 2.33 -3.44 0.03
C -1.08 2.96 -0.66 0.07
H 2.32 -4.20 0.27 0.00
H -0.12 -1.18 1.53 0.00
H 3.50 -1.43 -2.08 0.00
H 0.11 -3.81 -0.53 0.00
H 1.71 1.93 3.71 0.00
H 2.10 2.82 -0.54 0.01
H -2.26 -2.03 -2.99 0.00
H -3.82 -0.72 4.99 0.00
H -0.80 2.19 -4.54 0.00
H 5.21 0.37 -2.65 0.00
H 0.71 4.23 -1.04 0.01
H 5.33 0.76 -0.90 0.00
H 3.70 -1.04 -0.36 0.00
H 3.16 3.23 -2.71 0.00
H 2.62 -2.46 0.51 0.00
H 3.52 1.94 0.03 0.00
H 4.08 1.47 -4.15 0.00
H -1.44 3.47 0.23 0.00
H -4.98 -0.04 0.22 0.00
H -2.48 0.93 3.66 0.00
H -1.17 -0.72 -3.58 0.00
H 1.51 1.40 -3.61 0.01
H -1.92 -3.06 -0.93 0.00
H -1.08 -2.38 -4.26 0.00
H -2.65 -1.50 -0.62 0.00
H 1.22 2.82 1.41 0.00
H -3.32 0.34 -0.82 0.00
H 4.73 2.56 -2.15 0.00
H -2.89 1.44 -3.15 0.00
H 0.27 -3.17 1.08 0.00
H -0.39 -3.28 -2.17 0.00
H 5.80 -0.83 -1.52 0.00
H 1.62 -0.36 -3.64 0.00
H 1.04 -0.63 3.88 0.00
H -2.43 2.29 1.45 0.00
H 3.98 3.98 -1.35 0.00
H 0.85 -2.19 -2.72 0.00
H -3.25 -3.09 1.08 0.00
H -1.60 -3.68 1.32 0.00
H 2.89 0.89 -5.34 0.00
H 3.93 -0.28 -4.51 0.00
H -6.16 -1.67 1.70 0.00
H -2.08 -2.06 1.92 0.00
H 2.41 -3.12 -1.15 0.00
```

***

ORCA calculation (the ωB97M-V functional and the def2-TZVPD basis) on C6H9N as an isolated structure at a distorted geometry.

For the energy, the calculation gives -7853.8406 eV. The spin multiplicity is 1. The relative energy (zero: lowest compared OMol25 entry of this formula, charge and spin) is 416.7 kJ/mol. The HOMO energy comes out at -8.368 eV. The HOMO-LUMO gap is 0.34833 Ha.

```
16
Properties=species:S:1:pos:R:3:mulliken_charge:R:1
N 0.91 -0.56 -0.40 -0.13
C -1.06 -0.18 0.83 -0.11
C -1.10 -1.24 -0.38 -0.54
C -0.32 -0.11 -1.11 -0.29
C -1.03 0.91 -0.22 -0.73
C 0.03 -1.17 0.58 -0.59
C 1.81 0.45 0.14 -0.86
H -2.15 -1.33 -0.17 0.46
H 0.35 -1.91 1.31 0.41
H -0.55 1.86 0.03 0.30
H 1.34 1.18 0.82 0.30
H 2.29 1.00 -0.67 0.29
H -2.03 1.09 -0.65 0.29
H -0.19 0.06 -2.19 0.43
H 2.60 -0.05 0.71 0.32
H -1.69 -0.23 1.72 0.45
```

***

ORCA calculation (the ωB97M-V functional and the def2-TZVPD basis) on an isolated ion of composition C3H10N3S and charge +1 at a distorted geometry.

For the energy, the calculation gives -18569.1221 eV. The spin multiplicity is 1. As for the total charge: +1. The relative energy (zero: lowest compared OMol25 entry of this formula, charge and spin) is 361.9 kJ/mol. The HOMO energy comes out at -12.777 eV. The HOMO-LUMO gap is 0.28610 Ha.

```
17
Properties=species:S:1:pos:R:3:mulliken_charge:R:1
S 1.60 0.57 0.57 -0.06
N -0.16 -1.32 -0.33 -0.17
N -1.55 0.55 0.15 0.12
N 0.99 -1.11 0.38 -0.45
C -1.43 -0.97 0.27 -0.53
C -2.67 1.15 0.22 -0.13
C 2.94 0.58 -0.67 -0.78
H 3.72 -0.01 -0.24 0.31
H -2.62 2.27 0.28 0.27
H 0.02 -1.15 -1.33 0.26
H -2.18 -1.60 -0.26 0.41
H 2.69 0.35 -1.68 0.30
H -0.61 0.98 -0.02 0.15
H -1.24 -1.11 1.41 0.35
H 3.17 1.56 -0.48 0.33
H 0.92 -1.33 1.35 0.31
H -3.59 0.61 0.38 0.31
```

***

ORCA calculation (the ωB97M-V functional and the def2-TZVPD basis) on a 2-piece molecular cluster, C5H12O overall at a distorted geometry.

For the energy, the calculation gives -7425.7604 eV. The spin multiplicity is 1. The relative energy (zero: lowest compared OMol25 entry of this formula, charge and spin) is 149.6 kJ/mol. The HOMO energy comes out at -9.113 eV. The HOMO-LUMO gap is 0.36203 Ha.

```
18
Properties=species:S:1:pos:R:3:mulliken_charge:R:1
O 0.94 -1.38 -0.92 -0.42
C 0.02 -2.64 0.89 -0.75
C 1.08 1.63 0.51 -1.04
C -0.07 1.67 -0.51 -0.25
C 0.24 -2.41 -0.40 0.09
C -1.41 1.13 -0.03 -1.10
H -2.22 1.24 -0.75 0.32
H -1.70 1.80 0.80 0.32
H 0.99 -1.45 -1.88 0.32
H 0.88 2.37 1.28 0.41
H -1.35 0.17 0.46 0.26
H -0.17 2.75 -0.71 0.39
H 0.13 1.24 -1.49 0.27
H 0.65 -2.18 1.65 0.27
H 1.04 0.67 1.03 0.17
H 1.99 1.80 -0.02 0.28
H -0.61 -3.45 1.19 0.25
H -0.42 -2.96 -1.07 0.24
```